Density functional theory data (the ωB97M-V functional and the def2-TZVPD basis) for a cluster of 7 separate species, C69H152N6O3P in total.

Geometry as XYZ:
```
231
Properties=species:S:1:pos:R:3:forces:R:3:lowdin_charge:R:1
C -4.052589 -6.416985 8.774794 -1.4 -2.3 1.2 -0.065
C -4.726209 -7.874445 8.842934 0.9 0.0 -2.0 -0.215
C -5.602509 -8.197815 7.585284 1.4 0.2 1.2 -0.256
C -6.835939 -7.296065 7.549614 -0.8 -1.2 -0.1 -0.263
P -7.630199 -7.177575 5.944374 0.4 1.1 -0.5 1.000
C -6.752239 -5.854535 5.033644 0.1 0.4 0.4 -0.243
C -5.213689 -5.991245 4.856974 -0.3 -0.4 -0.7 -0.220
C -4.601589 -4.983675 3.852924 0.4 0.1 0.7 -0.249
C -4.525429 -3.519345 4.342604 -1.3 -0.7 -0.8 -0.094
C -9.382449 -6.779515 6.127294 -0.2 -0.7 1.9 -0.252
C -9.743759 -5.798915 7.279844 0.0 1.3 -1.5 -0.222
C -9.541469 -4.356075 6.772414 0.1 1.4 1.9 -0.264
C -10.165429 -3.297325 7.742804 -0.2 -1.3 -0.4 -0.093
C -7.447099 -8.715115 5.054284 -0.3 -0.3 0.5 -0.280
C -8.238039 -8.843195 3.762294 0.5 0.5 -1.0 -0.257
C -7.765989 -10.058755 2.959234 -1.5 0.0 0.3 -0.261
C -8.689489 -10.341395 1.772884 0.6 -0.3 0.2 -0.102
H -3.225949 -6.484675 9.482044 -0.1 0.6 0.0 0.072
H -4.870789 -5.796645 9.140594 0.6 0.8 -0.1 0.059
H -3.670609 -6.127645 7.795784 -0.3 -0.2 0.0 0.055
H -5.279979 -8.161605 9.736794 0.0 0.8 0.3 0.111
H -3.941139 -8.627965 8.779904 0.2 0.0 0.1 0.099
H -5.852339 -9.254965 7.675434 -0.5 0.1 -0.1 0.114
H -4.913159 -8.169935 6.741414 -0.3 0.5 -0.3 0.095
H -6.746849 -6.326775 8.040174 0.2 0.0 -0.3 0.102
H -7.576789 -7.863035 8.113364 -0.3 0.2 0.4 0.107
H -7.057309 -4.958025 5.573364 0.1 0.2 0.0 0.069
H -7.194049 -5.750525 4.042644 -0.1 -0.1 -0.1 0.101
H -5.142849 -7.002135 4.455504 0.6 -0.1 -0.3 0.093
H -4.584339 -6.003755 5.746834 -0.5 0.2 0.4 0.091
H -5.152269 -5.000315 2.912414 -0.1 -0.1 0.0 0.105
H -3.583079 -5.288955 3.613024 0.0 -0.3 0.0 0.105
H -5.551609 -3.265395 4.608224 0.0 0.4 0.5 0.059
H -4.344499 -2.930915 3.443104 0.5 0.3 0.3 0.072
H -3.842389 -3.292615 5.161234 0.0 -0.2 -0.2 0.078
H -9.773459 -7.686895 6.587594 0.0 -0.8 -0.7 0.103
H -9.886249 -6.616475 5.174554 0.1 0.2 0.1 0.109
H -9.193739 -6.001785 8.198774 0.4 0.1 -0.2 0.106
H -10.773529 -5.933435 7.610864 -0.2 -0.2 -0.5 0.119
H -9.831259 -4.132705 5.745664 -0.2 -0.6 0.0 0.110
H -8.498669 -4.067105 6.903394 0.4 -0.4 -0.7 0.081
H -11.182779 -3.583675 8.009474 -0.1 0.2 0.0 0.072
H -10.180989 -2.302105 7.298524 0.2 0.0 0.2 0.073
H -9.568219 -3.366635 8.652004 -0.1 0.5 0.1 0.075
H -7.733559 -9.559725 5.680924 0.0 0.1 0.4 0.119
H -6.365579 -8.806155 4.953594 0.1 -0.1 -0.5 0.091
H -8.198669 -7.945485 3.145314 0.6 0.3 -0.2 0.108
H -9.318089 -8.899215 3.898144 0.0 -0.5 0.6 0.116
H -7.916949 -10.908055 3.625574 0.5 -0.2 0.1 0.112
H -6.728379 -10.042645 2.625754 0.0 0.3 0.2 0.117
H -8.357009 -11.330205 1.456944 -0.3 0.1 -0.7 0.079
H -8.584799 -9.588335 0.991834 0.0 -0.2 -0.2 0.076
H -9.742869 -10.414975 2.043194 0.1 0.0 0.2 0.079
C 5.512101 7.114265 5.198564 -0.6 0.8 -0.8 -0.075
C 4.657541 6.985305 3.900704 0.1 -0.8 0.6 -0.251
C 4.724721 8.100155 2.826054 0.0 -1.1 1.7 -0.185
C 3.630451 7.721615 1.869894 -1.0 0.7 -0.6 -0.133
N 3.500171 8.696115 0.689734 1.5 -0.4 -2.0 -0.229
C 2.683551 8.156045 -0.522946 0.1 -1.1 1.3 -0.064
C 3.639151 7.412435 -1.484596 -1.2 0.4 0.1 -0.149
C 4.985701 7.610415 -0.924386 2.2 -0.1 0.9 -0.197
C 4.935921 8.804785 -0.015156 -2.0 1.0 -0.5 -0.056
C 2.929711 10.039525 1.082234 0.9 -0.8 0.7 0.025
H 6.299421 7.848165 5.026504 0.5 -0.5 0.0 0.071
H 5.865991 6.132485 5.513154 0.2 0.3 0.0 0.075
H 4.961871 7.566785 6.023524 -0.3 -0.2 -0.1 0.072
H 3.633271 6.725985 4.168534 -0.3 0.5 0.1 0.108
H 4.942901 6.067535 3.386534 0.4 -0.1 -0.1 0.104
H 5.752941 8.019145 2.473504 -0.2 0.4 -0.5 0.116
H 4.557851 9.059595 3.315664 0.0 0.1 -0.2 0.123
H 2.667821 7.695885 2.380554 -0.1 0.6 0.1 0.138
H 3.663991 6.683345 1.539794 0.7 0.1 -0.6 0.143
H 2.194921 8.993495 -1.020966 0.0 -0.1 0.4 0.129
H 1.985541 7.457385 -0.061696 -0.4 0.3 -0.3 0.135
H 3.544101 7.933835 -2.437066 0.0 -0.5 -0.2 0.125
H 3.468921 6.338175 -1.556026 -0.6 0.3 -0.3 0.128
H 5.715451 7.783915 -1.715256 0.2 0.0 0.2 0.135
H 5.341581 6.761145 -0.341146 -0.1 -0.3 -0.1 0.122
H 4.699361 9.651445 -0.659596 0.7 0.4 0.1 0.132
H 5.784161 8.984875 0.645284 -0.5 0.0 0.0 0.129
H 2.915561 10.778135 0.280764 0.0 -0.5 -0.3 0.111
H 3.615931 10.413625 1.841994 -0.5 0.2 0.2 0.102
H 1.923831 9.836725 1.449884 0.1 0.3 0.2 0.115
C -7.181439 7.875105 -0.178246 0.2 0.8 0.1 -0.090
C -7.270229 8.151495 1.384734 0.3 -1.3 -1.5 -0.210
C -6.373299 7.130735 2.083554 1.0 0.0 1.0 -0.209
C -6.526579 7.234235 3.631174 0.9 -0.7 -0.7 -0.071
N -5.737169 6.163275 4.516094 -0.2 2.2 0.1 -0.174
C -5.995199 6.644735 5.992094 0.2 0.4 -0.5 -0.062
C -4.845689 7.629895 6.394234 -0.2 -1.3 -0.1 -0.140
C -3.617529 7.151095 5.578754 -1.2 0.0 0.3 -0.119
C -4.217819 6.347975 4.362914 1.4 -0.8 0.3 -0.075
C -6.162379 4.741525 4.171684 0.9 0.2 1.1 -0.147
C -7.617109 4.448235 4.413604 -1.0 -0.3 -2.9 -0.209
C -7.994869 2.937175 4.135554 0.1 0.7 2.0 -0.065
H -7.227349 6.856395 -0.563246 -0.3 -0.4 0.8 0.066
H -6.221139 8.210025 -0.570346 0.3 0.2 0.3 0.065
H -7.890099 8.432265 -0.791016 -0.3 0.1 0.4 0.070
H -8.279239 8.054355 1.785414 -0.2 0.2 -0.3 0.108
H -6.887039 9.152755 1.581574 -0.2 0.0 0.0 0.114
H -5.350409 7.332975 1.765914 0.2 0.2 0.3 0.109
H -6.500769 6.109955 1.723164 -0.7 0.0 0.1 0.107
H -7.596889 7.187525 3.832064 0.2 -0.3 0.5 0.122
H -6.138749 8.178795 4.012574 -0.1 0.1 -0.2 0.134
H -6.027869 5.753165 6.618304 0.2 0.1 0.0 0.134
H -6.972789 7.126325 6.013984 0.0 -0.2 0.0 0.123
H -4.670649 7.514425 7.463864 0.0 -0.1 0.0 0.117
H -5.002419 8.701045 6.266994 -0.6 -0.2 -0.4 0.114
H -3.008369 6.514705 6.220654 0.0 -0.2 -0.3 0.113
H -3.030109 8.052145 5.402304 0.1 -0.4 -0.8 0.112
H -3.790909 5.345605 4.329404 -0.2 -0.3 0.7 0.123
H -3.826269 6.621355 3.383094 -1.0 1.0 -0.2 0.127
H -5.613779 4.034755 4.794264 0.6 0.4 0.1 0.135
H -5.786729 4.639005 3.153604 -0.5 -0.4 -0.1 0.134
H -8.099759 4.940095 3.569084 -0.6 0.5 0.2 0.099
H -8.034359 4.907615 5.309694 0.2 -0.5 0.2 0.119
H -7.395089 2.307685 4.792894 0.4 -0.3 -0.4 0.069
H -7.997009 2.587175 3.103274 0.4 0.4 0.1 0.081
H -8.983109 2.752725 4.556814 -0.3 0.3 -0.3 0.075
C 2.691111 -3.768645 -4.489456 0.4 -1.3 0.5 -0.074
C 3.219991 -5.305205 -4.528946 -0.1 1.2 -0.9 -0.187
C 4.600121 -5.419935 -5.238416 -0.3 1.3 -0.5 -0.181
C 4.402261 -4.883655 -6.687726 2.0 -0.8 -0.9 -0.042
N 5.752601 -4.971595 -7.597386 1.5 0.5 0.1 -0.159
C 5.631141 -4.076925 -8.898456 -1.0 -0.5 1.4 -0.073
C 5.784431 -2.634785 -8.407506 0.5 -0.6 1.5 -0.111
C 6.630851 -2.800335 -7.076296 -0.2 2.5 -0.2 -0.165
C 6.913241 -4.244495 -6.885186 -0.1 0.1 -0.5 -0.133
C 6.366151 -6.371665 -7.956386 -3.0 -0.2 -0.9 -0.081
C 5.582341 -7.084155 -9.112556 0.3 0.1 0.2 -0.229
C 6.294471 -8.368855 -9.556236 -0.2 -0.1 0.1 -0.086
H 2.400411 -3.355895 -5.455496 -0.1 -0.2 0.0 0.057
H 3.413601 -3.084155 -4.044956 0.7 -0.2 -0.3 0.064
H 1.878231 -3.605355 -3.781876 -0.4 -0.6 -0.3 0.066
H 2.641141 -5.973455 -5.166506 -0.9 0.4 0.2 0.099
H 3.171191 -5.749065 -3.534616 0.4 0.2 0.0 0.106
H 5.008431 -6.430215 -5.265226 -0.2 -0.1 0.1 0.112
H 5.311931 -4.760245 -4.742176 0.1 -0.1 0.1 0.098
H 4.163561 -3.821445 -6.741006 0.0 -0.2 0.2 0.102
H 3.667991 -5.455115 -7.255516 0.0 0.0 0.1 0.132
H 6.391961 -4.436225 -9.591386 0.0 0.2 0.1 0.134
H 4.628921 -4.265615 -9.283226 0.2 -0.1 -0.3 0.132
H 6.229091 -1.964935 -9.143506 0.0 -0.2 0.1 0.123
H 4.836501 -2.219015 -8.065966 -0.1 0.0 -0.6 0.104
H 7.502591 -2.146355 -7.098366 0.6 -0.6 -0.5 0.118
H 6.181491 -2.283115 -6.228556 -0.9 -0.6 0.1 0.109
H 7.817401 -4.438395 -7.462256 -0.1 -0.5 0.1 0.132
H 7.085431 -4.544155 -5.851426 -0.3 -0.3 -0.2 0.130
H 6.290301 -6.953515 -7.037806 0.5 0.0 -0.1 0.127
H 7.369751 -6.233025 -8.358476 0.0 0.2 0.6 0.125
H 5.566111 -6.440875 -9.992346 0.2 0.2 0.1 0.094
H 4.523431 -7.285965 -8.951066 0.0 0.0 0.7 0.111
H 6.096411 -9.285085 -9.000016 -0.2 0.3 0.5 0.082
H 7.373011 -8.219605 -9.505406 0.1 -0.1 -0.5 0.079
H 5.941491 -8.599335 -10.561406 0.5 0.1 -0.1 0.086
C 7.819591 0.469285 0.063634 -1.0 -0.1 0.0 -0.098
C 8.881471 0.921365 1.051844 0.2 -0.3 1.4 -0.247
C 10.281401 0.465375 0.756304 1.5 -0.8 -2.0 -0.208
C 10.578201 -1.024615 0.947914 2.0 0.1 0.3 -0.049
N 12.134951 -1.394755 0.678364 -0.6 -0.5 -0.4 -0.179
C 12.359591 -2.825195 1.190904 0.5 0.4 -0.7 -0.096
C 13.880091 -2.950255 1.423834 -1.4 0.0 0.1 -0.132
C 14.319241 -1.581525 1.900044 0.3 0.6 -0.6 -0.143
C 13.196541 -0.634935 1.481234 -0.9 0.9 0.6 -0.108
C 12.504341 -1.248905 -0.855546 -1.2 -0.4 1.7 -0.076
C 11.699861 -2.110215 -1.866966 -0.2 0.7 0.3 -0.226
C 12.330841 -1.878035 -3.223086 1.2 0.5 0.3 -0.095
H 7.912501 0.903605 -0.931776 0.2 0.2 0.1 0.077
H 6.806521 0.663195 0.416044 0.0 0.8 0.2 0.076
H 7.656271 -0.598165 -0.084616 1.0 -0.4 0.1 0.069
H 8.695291 0.565685 2.065214 -0.6 -0.3 0.1 0.114
H 8.921741 1.994365 1.239314 -0.3 0.2 -0.6 0.117
H 11.109311 1.060445 1.141744 -0.4 0.1 0.8 0.117
H 10.442931 0.604805 -0.312606 -0.1 0.2 -0.4 0.103
H 10.031121 -1.653745 0.245784 0.0 0.0 0.2 0.120
H 10.464151 -1.369815 1.975494 -0.3 0.1 -0.1 0.126
H 11.996821 -3.500965 0.416414 -0.1 -0.1 0.4 0.119
H 11.832871 -2.963655 2.135094 -0.2 0.2 -0.2 0.134
H 14.314481 -3.182035 0.451374 0.5 -0.5 0.5 0.120
H 13.981641 -3.663275 2.242004 0.6 -0.5 -0.7 0.131
H 15.250671 -1.280565 1.420504 0.0 -0.1 0.1 0.124
H 14.482991 -1.501975 2.974734 -0.1 -0.2 -0.1 0.127
H 13.551131 0.245445 0.945234 -0.2 -0.1 -0.2 0.134
H 12.705911 -0.277575 2.386604 -0.2 0.1 -0.1 0.132
H 13.579421 -1.428355 -0.845256 -0.1 -0.2 -0.4 0.130
H 12.319971 -0.184725 -1.002606 0.2 -0.1 -0.4 0.124
H 10.684661 -1.749325 -2.031956 -0.3 0.1 0.8 0.104
H 11.612931 -3.165895 -1.609906 0.4 0.0 0.1 0.108
H 12.120421 -2.670145 -3.941686 0.1 0.3 0.0 0.089
H 13.397071 -1.745295 -3.039696 0.4 -0.7 -0.5 0.077
H 12.097551 -0.873335 -3.575576 -0.6 -0.2 -0.4 0.086
C -5.877489 0.520445 -3.387996 0.9 0.6 -0.8 -0.091
C -5.393609 1.917625 -3.757026 1.1 1.2 -0.4 -0.253
C -4.381269 1.921425 -4.956026 -0.3 0.3 -0.6 -0.175
C -3.886679 3.341625 -5.447106 -0.6 -1.4 0.2 -0.075
N -2.871419 3.239165 -6.659286 0.5 2.2 1.4 -0.170
C -2.268209 4.662515 -6.961276 0.2 -0.3 0.1 -0.065
C -0.915149 4.380605 -7.575746 0.3 -0.3 -1.8 -0.177
C -0.458949 3.042965 -7.053596 0.0 -0.9 1.4 -0.147
C -1.602059 2.527305 -6.146756 -0.4 0.1 -0.9 -0.082
C -3.406319 2.653235 -7.949986 -1.7 -1.4 0.5 -0.099
C -4.889739 2.990785 -8.307066 0.0 1.2 -0.4 -0.219
C -5.383049 2.345125 -9.606316 0.4 -0.4 -0.5 -0.091
H -6.215649 0.441605 -2.354766 -0.3 0.0 -0.3 0.080
H -5.020499 -0.139075 -3.524716 -0.2 -0.4 0.1 0.071
H -6.617409 0.319165 -4.162656 -0.3 -0.7 0.5 0.082
H -4.832449 2.417875 -2.967746 -0.2 -0.1 0.4 0.108
H -6.242739 2.564905 -3.976326 0.0 0.1 -0.1 0.107
H -4.811989 1.425065 -5.825646 -0.3 -0.1 -0.1 0.101
H -3.559519 1.263365 -4.673596 0.3 0.3 0.1 0.103
H -3.474089 3.892395 -4.601806 1.0 -0.2 -0.3 0.127
H -4.741049 3.980835 -5.669726 0.0 -0.3 -0.9 0.125
H -2.861779 5.230765 -7.677426 -0.5 -0.2 0.5 0.138
H -2.124999 5.181895 -6.013736 -0.5 -0.1 0.0 0.134
H -1.006829 4.317845 -8.660076 -0.3 -0.1 -0.1 0.114
H -0.114179 5.115585 -7.496086 -0.5 0.4 0.7 0.128
H -0.210099 2.288285 -7.799696 0.2 0.3 -0.1 0.120
H 0.384561 3.236195 -6.390846 0.2 -0.5 -0.2 0.117
H -1.827999 1.461405 -6.176716 0.3 0.1 0.0 0.127
H -1.403299 2.829275 -5.118436 -0.5 0.1 0.0 0.140
H -3.429059 1.570085 -7.830076 0.1 -0.2 0.5 0.128
H -2.692469 2.714275 -8.771446 0.0 1.0 0.1 0.139
H -5.120429 4.049175 -8.428336 0.9 0.5 -0.4 0.108
H -5.616539 2.866815 -7.504276 0.4 -1.2 0.3 0.100
H -4.787589 2.565965 -10.492186 0.3 0.7 0.2 0.079
H -6.380429 2.711575 -9.849296 0.0 -0.3 0.2 0.088
H -5.336069 1.257765 -9.665926 -0.5 -0.2 0.7 0.079
N -0.371219 2.940415 0.678714 0.0 -0.1 0.1 -0.780
O -1.296069 3.607155 0.324274 -4.2 2.7 -2.2 -0.087
O 0.106801 3.195925 1.744564 2.6 0.4 4.0 -0.066
O 0.037981 2.047615 -0.015696 1.6 -2.8 -2.1 -0.066
```
Forces are in eV/Å.

Values from the calculation:
Calculated total energy   -98341.8301 eV
E_LUMO   -6.567 eV
HOMO energy   -12.558 eV
Total charge   +5

Density functional theory data (the ωB97M-V functional and the def2-TZVPD basis) for a cluster of 8 separate species, H16O8 in total.

Geometry as XYZ:
```
24
Properties=species:S:1:pos:R:3:forces:R:3:lowdin_charge:R:1
O -2.636833 1.873333 -0.935000 -0.5 -0.5 0.8 -0.019
H -3.503833 2.036333 -1.300000 -0.6 -0.1 0.1 0.050
H -2.087833 2.309333 -1.560000 1.0 0.4 -1.1 0.014
O -0.114833 3.456333 -0.775000 2.4 -0.2 -0.9 0.006
H -0.872833 2.960333 -0.604000 -1.8 -0.8 0.9 -0.043
H -0.302833 4.370333 -0.700000 -0.5 1.2 0.2 0.030
O 2.812167 0.118333 0.754000 1.0 0.3 0.7 -0.013
H 3.568167 -0.233667 0.290000 0.1 -0.1 -0.2 0.061
H 2.051167 -0.383667 0.528000 -1.0 -0.6 -0.5 -0.002
O -1.116833 -4.141667 -0.178000 0.4 -0.3 0.7 -0.088
H -1.255833 -4.968667 0.312000 -0.1 0.3 -0.4 0.040
H -0.475833 -3.650667 0.385000 -0.7 -0.3 -0.4 -0.012
O 0.588167 -2.280667 0.763000 0.6 -0.5 1.2 -0.031
H 0.793167 -2.262667 -0.157000 0.1 0.2 -1.6 0.045
H 1.386167 -2.663667 1.153000 -0.1 0.1 0.3 0.101
O -0.451833 0.176333 0.791000 -0.5 0.9 -0.2 -0.030
H -0.390833 -0.752667 0.951000 0.4 -1.1 0.7 -0.011
H -1.386833 0.284333 0.599000 -0.3 0.6 0.0 0.044
O -0.202833 -0.694667 -1.818000 1.7 1.3 0.1 -0.003
H -0.728833 -1.396667 -2.073000 -1.7 -2.4 -1.6 0.001
H -0.501833 -0.590667 -0.926000 0.1 1.1 1.0 -0.033
O 1.797167 2.484333 1.463000 0.9 0.3 0.4 -0.072
H 0.866167 2.360333 1.563000 -0.9 -0.1 -0.1 -0.012
H 2.168167 1.590333 1.474000 0.0 0.3 -0.2 -0.023
```
Forces are in eV/Å.

Values from the calculation:
Structure (SMILES)   O.O.O.O.O.O.O.O
Calculated total energy   -16639.2352 eV
E_LUMO   -0.006 eV
HOMO energy   -9.685 eV
Total charge   0
ΔE to the lowest compared entry with this formula, charge and spin   64.00 kcal/mol

Density functional theory data (the ωB97M-V functional and the def2-TZVPD basis) for a cluster of 2 separate species, C3H7N2P in total.

Geometry as XYZ:
```
13
Properties=species:S:1:pos:R:3:forces:R:3:lowdin_charge:R:1
C -1.892624 0.467269 0.137346 -1.6 0.3 1.0 -0.111
C -2.075302 -0.785263 -0.332796 -1.0 1.9 0.7 -0.118
N -0.854699 -1.464499 -0.150331 0.7 -0.4 -0.9 0.005
N 0.022349 -0.702714 0.338195 -0.7 -1.6 1.3 -0.081
C -0.550694 0.595302 0.676400 1.4 0.1 -3.3 -0.234
H -2.640017 1.215686 0.371849 -0.1 -0.1 -0.6 0.100
H -3.070860 -1.126409 -0.717077 1.6 -0.4 0.3 0.117
H 0.089672 1.147990 -0.162491 -1.1 -0.1 2.0 0.144
H -0.399173 0.931451 1.700782 0.2 0.1 -0.3 0.128
P 2.859103 0.433152 -0.057770 1.5 -1.0 -2.4 0.555
H 2.274980 -0.761148 0.412748 0.4 0.0 -0.1 -0.203
H 3.999706 -0.236191 -0.847897 -1.0 0.8 1.5 -0.132
H 2.237557 0.285374 -1.368952 -0.2 0.3 0.9 -0.170
```
Forces are in eV/Å.

Values from the calculation:
Structure (SMILES)   C1=CN=NC1.P
Calculated total energy   -15489.8289 eV
E_LUMO   0.279 eV
HOMO energy   -9.513 eV
Total charge   0
ΔE to the lowest compared entry with this formula, charge and spin   31.88 kcal/mol